No. 1
This record from the Open Molecules 2025 dataset describes a molecular structure, C29H36N10NaO6. The level of theory is ωB97M-V with the def2-TZVPD basis set.

The geometry in ORCA input format:
```
! wB97M-V def2-TZVPD RIJCOSX def2/J DEFGRID3
* xyz 1 1
Na 0.06 0.19 -0.04
O 0.27 2.54 0.08
O 1.52 0.51 1.85
O -2.04 -4.58 -3.75
O -0.95 1.10 2.33
O 2.14 0.67 -0.80
O 0.39 -2.04 0.12
N -2.50 -0.36 0.16
N -2.80 -6.64 -3.67
N -0.33 -0.04 -2.54
N 0.93 -0.77 -4.16
N -4.65 -0.86 0.55
N -0.69 -2.26 2.11
N -0.13 -4.12 0.84
N 0.30 0.31 -4.67
N -4.39 -0.93 -0.76
N -1.56 -6.65 -4.30
C -0.13 -2.77 0.97
C -0.43 0.72 -3.66
C -5.23 -5.64 -2.23
C -0.09 1.28 3.45
C 1.09 -5.73 -5.32
C -3.50 -0.51 1.07
C -3.06 -5.41 -3.39
C -4.21 -4.83 -2.72
C -5.39 -1.38 -1.71
C -0.38 3.20 1.15
C -6.31 -5.07 -1.58
C 1.57 -2.99 -5.08
C -5.36 -2.88 -1.89
C 3.04 0.01 0.08
C -1.44 2.31 1.76
C 2.90 0.41 1.54
C 1.89 -1.51 -4.97
C 0.54 -0.97 -2.90
C 1.25 0.56 3.23
C 1.62 2.95 -0.07
C -1.14 -5.44 -4.31
C 2.32 2.05 -1.06
C 2.30 -5.20 -5.72
C 0.35 -3.52 -4.69
C -3.10 -0.63 -0.98
C 0.12 -4.89 -4.80
C 2.55 -3.84 -5.59
C -6.38 -3.69 -1.41
C -4.29 -3.45 -2.55
H -1.99 2.89 2.52
H 1.87 -1.04 -5.95
H -0.58 0.86 4.34
H 0.41 -4.51 0.09
H 3.39 2.30 -1.09
H -7.10 -5.70 -1.20
H -6.36 -1.03 -1.34
H -7.22 -3.25 -0.89
H 2.80 -1.04 -0.03
H -0.95 -1.28 2.04
H 3.51 -3.43 -5.90
H 2.04 1.12 3.76
H -0.85 4.12 0.80
H 3.07 -5.85 -6.13
H 2.12 2.92 0.90
H 0.36 3.48 1.91
H 0.90 -1.77 -2.28
H 3.39 -0.37 2.15
H -5.17 -6.71 -2.37
H -0.41 -4.72 1.59
H -0.42 -2.88 -4.30
H -1.06 1.59 -3.74
H -5.19 -0.87 -2.66
H 1.67 3.98 -0.44
H -2.65 -0.62 -1.96
H 4.08 0.17 -0.24
H 2.88 -1.38 -4.54
H 3.40 1.36 1.76
H -3.50 -2.82 -2.94
H 1.91 2.20 -2.06
H -3.37 -0.35 2.13
H -2.15 1.99 1.00
H -1.35 -2.83 2.61
H 0.08 2.34 3.64
H 0.90 -6.79 -5.39
H 1.24 -0.45 3.64
*
```

Properties
Frontier orbital gap   8.8 eV
Molar mass   643.7 g/mol
Energy above the lowest of the compared OMol25 structures with the same formula, charge and spin   27.8 kJ/mol
Highest occupied orbital energy   -0.394 hartree
F_max   0.62 eV/A
E_LUMO   -1.95 eV
Calculated total energy   -62256.7310 eV

Mulliken population analysis, charges in e, atoms 1 to 2: Na 0.6451; O -0.1142

No. 2
This record from the Open Molecules 2025 dataset describes a molecular structure, C29H36N2ORhSSi2. The level of theory is ωB97M-V with the def2-TZVPD basis set.

The geometry in ORCA input format:
```
! wB97M-V def2-TZVPD RIJCOSX def2/J DEFGRID3
* xyz 1 5
Rh -0.23 0.84 -0.67
S -3.57 0.49 -0.64
Si 0.19 3.28 2.01
Si -0.03 -1.53 -0.02
O -2.35 1.19 -1.22
N 0.66 2.55 0.46
N 1.73 1.75 -1.34
C 0.06 -2.38 -4.07
C 3.93 2.37 -1.93
C 2.69 0.58 -3.23
C -4.30 -0.36 -2.04
C -2.53 -2.92 -0.22
C -0.31 -1.95 -2.81
C -3.41 -2.14 2.30
C 1.63 -3.02 -1.87
C 0.48 5.13 1.96
C 1.20 2.39 3.30
C 2.32 -3.16 3.01
C 2.90 3.43 -0.05
C 0.46 -2.27 -1.68
C 3.98 3.29 -0.89
C 3.37 -1.11 2.35
C 2.76 1.60 -2.14
C -1.62 2.87 2.13
C 1.31 -1.80 1.27
C -2.14 -1.79 1.86
C 1.31 -2.94 2.09
C -1.68 -2.17 0.59
C -4.78 1.81 -0.51
C 1.22 -3.12 -4.24
C 3.35 -2.25 3.15
C 2.36 -0.89 1.43
C 2.00 -3.44 -3.14
C 1.76 2.62 -0.27
C -3.81 -3.27 0.21
C -4.25 -2.88 1.46
H 0.89 2.69 4.30
H -4.45 -3.86 -0.43
H 2.27 2.61 3.21
H -1.77 1.79 2.20
H -1.49 -1.22 2.52
H 2.39 0.00 0.82
H -2.07 3.34 3.02
H -4.46 0.34 -2.86
H -1.21 -1.35 -2.68
H -2.16 3.24 1.25
H 1.67 0.24 -3.37
H 4.14 -2.42 3.87
H -0.56 -2.13 -4.93
H -4.47 2.46 0.31
H 2.90 -4.02 -3.27
H 4.18 -0.39 2.46
H 3.08 0.98 -4.16
H -3.61 -1.15 -2.32
H 4.87 3.89 -0.74
H 0.26 5.53 0.97
H 3.30 -0.29 -2.95
H -2.19 -3.25 -1.20
H 2.24 -3.27 -1.01
H -0.17 5.63 2.67
H 1.51 5.40 2.23
H 2.91 4.13 0.78
H -5.24 -0.82 -1.71
H -4.82 2.36 -1.45
H 2.29 -4.05 3.63
H -5.75 1.37 -0.27
H -3.74 -1.85 3.28
H -5.24 -3.15 1.80
H 0.50 -3.66 2.00
H 1.51 -3.45 -5.23
H 1.07 1.31 3.21
H 4.77 2.24 -2.60
*
```

Properties
Frontier orbital gap (alpha / beta)   7.1 / 5.9 eV
Molar mass   619.8 g/mol
Energy above the lowest of the compared OMol25 structures with the same formula, charge and spin   0.0 kJ/mol
Highest occupied orbital energy (alpha / beta)   -0.339 / -0.409 hartree
F_max   0.38 eV/A
E_LUMO (alpha / beta)   -2.12 / -5.19 eV
Calculated total energy   -65278.0502 eV

Mulliken population analysis, charges in e, atoms 1 to 2: Rh -0.1336; S 0.8842

No. 3
This record from the Open Molecules 2025 dataset describes 4 unconnected molecules or ions with the total composition C29H36N3O13 in a non-equilibrium geometry. The level of theory is ωB97M-V with the def2-TZVPD basis set.

The geometry in ORCA input format:
```
! wB97M-V def2-TZVPD RIJCOSX def2/J DEFGRID3
* xyz 1 1
O 1.24 2.27 -1.10
O -0.80 -5.27 0.40
O -4.12 3.02 -0.24
O -0.89 0.46 8.01
O -3.21 2.39 -2.64
O 2.00 1.00 -3.77
O 3.16 1.08 -8.31
O 3.90 3.57 -7.98
O 0.33 2.81 1.26
O 1.08 0.88 6.33
O 2.71 3.51 -3.43
O -4.13 1.57 4.80
O -2.15 1.90 3.08
N 1.88 -0.76 0.81
N 2.87 -2.40 -0.53
N 1.65 -0.62 -1.53
C -0.43 1.42 4.62
C -3.10 -1.13 0.05
C -2.92 -2.45 -0.72
C 0.48 -0.74 1.35
C -1.04 -3.87 0.31
C 3.80 -2.07 0.58
C -2.01 -0.78 1.06
C 0.50 -5.60 0.82
C -2.89 1.37 5.24
C -2.82 2.85 -0.38
C -2.62 1.00 6.50
C -1.95 2.96 0.64
C 2.54 0.90 -6.06
C -0.94 2.31 -2.02
C 3.33 3.69 -5.69
C -0.15 1.05 5.88
C 3.03 1.59 -7.10
C 2.08 -1.22 -0.45
C 2.86 -1.49 1.65
C 2.43 1.55 -4.78
C 2.85 2.99 -4.65
C -2.54 -3.67 0.13
C 3.46 3.04 -6.98
C -1.24 0.81 6.90
C -0.54 2.76 0.40
C -1.81 1.59 4.22
C -0.65 -0.53 0.37
C -0.09 2.43 -0.99
C -2.37 2.50 -1.78
H 1.42 -1.19 -2.33
H -0.48 -3.48 -0.55
H 2.23 -0.13 -6.14
H 0.34 1.60 3.88
H 1.12 -5.90 -0.03
H 2.37 -2.25 2.27
H -2.26 3.21 1.63
H -0.62 2.07 -3.02
H 4.35 -1.19 0.22
H -1.93 -1.51 1.88
H 0.34 -1.66 1.92
H -0.69 -3.42 1.25
H 3.63 4.72 -5.61
H 2.40 2.78 -2.86
H -2.87 -4.56 -0.42
H -4.52 2.88 -1.12
H 1.59 2.43 -0.20
H -0.60 -1.18 -0.50
H -3.86 -2.64 -1.25
H -3.10 -0.33 -0.69
H 0.45 -6.44 1.51
H 2.23 -3.15 -0.25
H 3.53 1.79 -8.87
H 1.00 -4.77 1.33
H -4.05 1.83 3.86
H -2.30 0.17 1.52
H -3.39 0.84 7.24
H 1.55 0.39 -1.59
H 3.44 -0.81 2.26
H -3.04 -3.69 1.10
H 0.99 0.62 7.27
H 4.44 -2.88 0.88
H -2.16 -2.30 -1.49
H -0.66 0.50 0.03
H -4.08 -1.08 0.53
H 0.44 0.09 2.07
*
```

Properties
Frontier orbital gap   7.8 eV
Molar mass   634.6 g/mol
Energy above the lowest of the compared OMol25 structures with the same formula, charge and spin   8.2 kJ/mol
Highest occupied orbital energy   -0.434 hartree
F_max   1.20 eV/A
E_LUMO   -4.07 eV
Calculated total energy   -61736.5124 eV

Mulliken population analysis, charges in e, atoms 1 to 2: O -0.5900; O -0.4342

Question: Which formula does entry 3 have?
Answer: C29H36N3O13

Please write out number 3 again, unchanged.
This record from the Open Molecules 2025 dataset describes 4 unconnected molecules or ions with the total composition C29H36N3O13 in a non-equilibrium geometry. The level of theory is ωB97M-V with the def2-TZVPD basis set.

The geometry in ORCA input format:
```
! wB97M-V def2-TZVPD RIJCOSX def2/J DEFGRID3
* xyz 1 1
O 1.24 2.27 -1.10
O -0.80 -5.27 0.40
O -4.12 3.02 -0.24
O -0.89 0.46 8.01
O -3.21 2.39 -2.64
O 2.00 1.00 -3.77
O 3.16 1.08 -8.31
O 3.90 3.57 -7.98
O 0.33 2.81 1.26
O 1.08 0.88 6.33
O 2.71 3.51 -3.43
O -4.13 1.57 4.80
O -2.15 1.90 3.08
N 1.88 -0.76 0.81
N 2.87 -2.40 -0.53
N 1.65 -0.62 -1.53
C -0.43 1.42 4.62
C -3.10 -1.13 0.05
C -2.92 -2.45 -0.72
C 0.48 -0.74 1.35
C -1.04 -3.87 0.31
C 3.80 -2.07 0.58
C -2.01 -0.78 1.06
C 0.50 -5.60 0.82
C -2.89 1.37 5.24
C -2.82 2.85 -0.38
C -2.62 1.00 6.50
C -1.95 2.96 0.64
C 2.54 0.90 -6.06
C -0.94 2.31 -2.02
C 3.33 3.69 -5.69
C -0.15 1.05 5.88
C 3.03 1.59 -7.10
C 2.08 -1.22 -0.45
C 2.86 -1.49 1.65
C 2.43 1.55 -4.78
C 2.85 2.99 -4.65
C -2.54 -3.67 0.13
C 3.46 3.04 -6.98
C -1.24 0.81 6.90
C -0.54 2.76 0.40
C -1.81 1.59 4.22
C -0.65 -0.53 0.37
C -0.09 2.43 -0.99
C -2.37 2.50 -1.78
H 1.42 -1.19 -2.33
H -0.48 -3.48 -0.55
H 2.23 -0.13 -6.14
H 0.34 1.60 3.88
H 1.12 -5.90 -0.03
H 2.37 -2.25 2.27
H -2.26 3.21 1.63
H -0.62 2.07 -3.02
H 4.35 -1.19 0.22
H -1.93 -1.51 1.88
H 0.34 -1.66 1.92
H -0.69 -3.42 1.25
H 3.63 4.72 -5.61
H 2.40 2.78 -2.86
H -2.87 -4.56 -0.42
H -4.52 2.88 -1.12
H 1.59 2.43 -0.20
H -0.60 -1.18 -0.50
H -3.86 -2.64 -1.25
H -3.10 -0.33 -0.69
H 0.45 -6.44 1.51
H 2.23 -3.15 -0.25
H 3.53 1.79 -8.87
H 1.00 -4.77 1.33
H -4.05 1.83 3.86
H -2.30 0.17 1.52
H -3.39 0.84 7.24
H 1.55 0.39 -1.59
H 3.44 -0.81 2.26
H -3.04 -3.69 1.10
H 0.99 0.62 7.27
H 4.44 -2.88 0.88
H -2.16 -2.30 -1.49
H -0.66 0.50 0.03
H -4.08 -1.08 0.53
H 0.44 0.09 2.07
*
```

Properties
Frontier orbital gap   7.8 eV
Molar mass   634.6 g/mol
Energy above the lowest of the compared OMol25 structures with the same formula, charge and spin   8.2 kJ/mol
Highest occupied orbital energy   -0.434 hartree
F_max   1.20 eV/A
E_LUMO   -4.07 eV
Calculated total energy   -61736.5124 eV

Mulliken population analysis, charges in e, atoms 1 to 2: O -0.5900; O -0.4342

Repeat the first record exactly.
This record from the Open Molecules 2025 dataset describes a molecular structure, C29H36N10NaO6. The level of theory is ωB97M-V with the def2-TZVPD basis set.

The geometry in ORCA input format:
```
! wB97M-V def2-TZVPD RIJCOSX def2/J DEFGRID3
* xyz 1 1
Na 0.06 0.19 -0.04
O 0.27 2.54 0.08
O 1.52 0.51 1.85
O -2.04 -4.58 -3.75
O -0.95 1.10 2.33
O 2.14 0.67 -0.80
O 0.39 -2.04 0.12
N -2.50 -0.36 0.16
N -2.80 -6.64 -3.67
N -0.33 -0.04 -2.54
N 0.93 -0.77 -4.16
N -4.65 -0.86 0.55
N -0.69 -2.26 2.11
N -0.13 -4.12 0.84
N 0.30 0.31 -4.67
N -4.39 -0.93 -0.76
N -1.56 -6.65 -4.30
C -0.13 -2.77 0.97
C -0.43 0.72 -3.66
C -5.23 -5.64 -2.23
C -0.09 1.28 3.45
C 1.09 -5.73 -5.32
C -3.50 -0.51 1.07
C -3.06 -5.41 -3.39
C -4.21 -4.83 -2.72
C -5.39 -1.38 -1.71
C -0.38 3.20 1.15
C -6.31 -5.07 -1.58
C 1.57 -2.99 -5.08
C -5.36 -2.88 -1.89
C 3.04 0.01 0.08
C -1.44 2.31 1.76
C 2.90 0.41 1.54
C 1.89 -1.51 -4.97
C 0.54 -0.97 -2.90
C 1.25 0.56 3.23
C 1.62 2.95 -0.07
C -1.14 -5.44 -4.31
C 2.32 2.05 -1.06
C 2.30 -5.20 -5.72
C 0.35 -3.52 -4.69
C -3.10 -0.63 -0.98
C 0.12 -4.89 -4.80
C 2.55 -3.84 -5.59
C -6.38 -3.69 -1.41
C -4.29 -3.45 -2.55
H -1.99 2.89 2.52
H 1.87 -1.04 -5.95
H -0.58 0.86 4.34
H 0.41 -4.51 0.09
H 3.39 2.30 -1.09
H -7.10 -5.70 -1.20
H -6.36 -1.03 -1.34
H -7.22 -3.25 -0.89
H 2.80 -1.04 -0.03
H -0.95 -1.28 2.04
H 3.51 -3.43 -5.90
H 2.04 1.12 3.76
H -0.85 4.12 0.80
H 3.07 -5.85 -6.13
H 2.12 2.92 0.90
H 0.36 3.48 1.91
H 0.90 -1.77 -2.28
H 3.39 -0.37 2.15
H -5.17 -6.71 -2.37
H -0.41 -4.72 1.59
H -0.42 -2.88 -4.30
H -1.06 1.59 -3.74
H -5.19 -0.87 -2.66
H 1.67 3.98 -0.44
H -2.65 -0.62 -1.96
H 4.08 0.17 -0.24
H 2.88 -1.38 -4.54
H 3.40 1.36 1.76
H -3.50 -2.82 -2.94
H 1.91 2.20 -2.06
H -3.37 -0.35 2.13
H -2.15 1.99 1.00
H -1.35 -2.83 2.61
H 0.08 2.34 3.64
H 0.90 -6.79 -5.39
H 1.24 -0.45 3.64
*
```

Properties
Frontier orbital gap   8.8 eV
Molar mass   643.7 g/mol
Energy above the lowest of the compared OMol25 structures with the same formula, charge and spin   27.8 kJ/mol
Highest occupied orbital energy   -0.394 hartree
F_max   0.62 eV/A
E_LUMO   -1.95 eV
Calculated total energy   -62256.7310 eV

Mulliken population analysis, charges in e, atoms 1 to 2: Na 0.6451; O -0.1142

Question: Number 2 is which compound?
Answer: C29H36N2ORhSSi2